(1)
Computed, not measured: C25H33BrLuN6O5 as an isolated structure, with ωB97M-V/def2-TZVPD.

CARTESIAN COORDINATES (ANGSTROEM)
Lu: -0.788 0.679 -0.137
O: 3.568 1.740 0.431
C: 4.115 0.988 -0.569
C: 5.405 1.284 -0.975
C: 5.992 0.544 -1.990
C: 5.289 -0.478 -2.613
C: 3.996 -0.764 -2.196
C: 3.397 -0.052 -1.162
C: 2.032 -0.341 -0.590
O: 1.225 0.799 -0.561
N: 1.333 -1.363 -1.380
N: 0.013 -1.491 -1.086
C: -0.610 -2.548 -1.438
C: -2.057 -2.678 -1.292
Br: -2.962 -1.103 -0.751
C: -2.808 -3.747 -1.540
C: -2.310 -5.090 -1.896
C: -1.233 -5.681 -1.238
C: -0.804 -6.950 -1.601
C: -1.451 -7.639 -2.617
C: -2.541 -7.066 -3.260
C: -2.975 -5.803 -2.893
H: 2.602 1.667 0.340
H: 5.928 2.100 -0.493
H: 7.001 0.778 -2.304
H: 5.738 -1.042 -3.418
H: 3.454 -1.552 -2.707
H: 2.168 -0.709 0.439
H: 1.833 -2.223 -1.568
H: -0.090 -3.374 -1.919
H: -3.885 -3.627 -1.500
H: -0.759 -5.168 -0.409
H: 0.025 -7.407 -1.076
H: -1.120 -8.630 -2.895
H: -3.061 -7.607 -4.039
H: -3.831 -5.359 -3.390
C: -1.046 5.111 -2.298
C: -1.120 3.793 -1.604
N: -0.263 2.851 -1.692
O: 0.826 3.091 -2.497
C: -2.234 3.485 -0.624
C: -3.300 4.438 -0.217
N: -2.083 2.314 -0.164
O: -2.707 1.656 0.800
H: -0.278 5.112 -3.063
H: -0.823 5.901 -1.575
H: -2.009 5.352 -2.750
H: 1.394 2.328 -2.292
H: -2.877 5.380 0.141
H: -3.901 3.993 0.573
H: -3.950 4.679 -1.061
C: 0.018 0.747 5.413
N: -0.635 0.410 4.149
C: -1.118 -0.962 4.053
C: -0.370 1.073 3.007
O: -0.306 0.421 1.921
N: -0.176 2.403 3.042
C: -0.787 3.261 4.055
C: 0.374 3.125 1.905
H: 0.634 -0.098 5.725
H: -0.711 0.954 6.197
H: 0.666 1.609 5.293
H: -1.653 -1.198 4.972
H: -0.293 -1.668 3.934
H: -1.802 -1.066 3.217
H: -1.413 2.682 4.724
H: -1.418 3.992 3.547
H: -0.031 3.791 4.635
H: 0.684 2.449 1.112
H: 1.252 3.697 2.207
H: -0.376 3.809 1.507

Electronic energy = -5486.55223 hartree
Kohn-Sham gap = 7.633 eV
Largest force on an atom = 1.04 eV/Å
Highest occupied orbital energy = -10.530 eV
Net charge = +1
Relative energy (zero: lowest compared OMol25 entry of this formula, charge and spin) = 0.00 kJ/mol

(2)
Computed, not measured: an isolated molecule of C2H2FN3O, with ωB97M-V/def2-TZVPD.

CARTESIAN COORDINATES (ANGSTROEM)
C: 0.715 -0.080 -0.031
C: -0.591 -0.442 -0.210
H: 1.634 -1.813 -0.164
H: 2.674 -0.461 0.493
N: 1.895 -0.808 -0.035
N: -0.624 1.723 0.035
N: -1.228 0.646 -0.001
O: 0.824 1.130 0.025
F: -1.327 -1.618 0.102

Electronic energy = -416.67760 hartree
Kohn-Sham gap = 9.888 eV
Largest force on an atom = 5.94 eV/Å
SMILES = Nc1onnc1F
Highest occupied orbital energy = -9.417 eV
Relative energy (zero: lowest compared OMol25 entry of this formula, charge and spin) = 208.70 kJ/mol

(3)
Computed, not measured: a 2-piece molecular cluster, C5H8O overall, with ωB97M-V/def2-TZVPD.

CARTESIAN COORDINATES (ANGSTROEM)
O: 1.793 1.531 -1.353
C: 1.745 0.332 -1.255
C: 0.698 -0.060 1.437
C: -0.396 -0.128 0.700
C: -1.455 -0.937 0.085
C: -1.423 0.586 -0.064
H: 2.533 -0.262 -0.751
H: 1.166 -0.950 1.851
H: 1.174 0.897 1.635
H: 0.912 -0.266 -1.676
H: -1.224 -1.536 -0.795
H: -2.206 -1.379 0.735
H: -1.161 1.001 -1.036
H: -2.156 1.171 0.487

Electronic energy = -270.44719 hartree
Kohn-Sham gap = 10.866 eV
Largest force on an atom = 0.50 eV/Å
SMILES = C=C1CC1.C=O
Highest occupied orbital energy = -9.901 eV
Relative energy (zero: lowest compared OMol25 entry of this formula, charge and spin) = 290.65 kJ/mol

(4)
Computed, not measured: C33H57IN2O2SiSn as an isolated structure, with ωB97M-V/def2-TZVPD.

CARTESIAN COORDINATES (ANGSTROEM)
O: 1.670 -1.866 -3.080
O: 0.903 -0.167 -5.589
C: 2.877 -2.069 -2.337
C: 2.786 -2.831 -1.022
H: 3.341 -1.083 -2.155
H: 3.555 -2.604 -3.021
H: 2.076 -2.393 -0.308
H: 3.770 -2.830 -0.543
H: 2.551 -3.888 -1.177
C: 0.463 -2.564 -2.739
C: 0.140 -3.586 -3.809
H: -0.334 -1.801 -2.675
H: 0.522 -3.046 -1.748
H: -0.072 -3.113 -4.774
H: -0.743 -4.154 -3.513
H: 0.962 -4.297 -3.956
C: -0.183 0.393 -6.337
C: 1.912 -0.806 -6.370
C: -1.478 -0.333 -6.054
H: 0.028 0.392 -7.425
H: -0.280 1.439 -6.006
H: -1.414 -1.391 -6.327
H: -2.262 0.142 -6.650
H: -1.746 -0.249 -4.994
C: 1.399 -1.999 -7.147
H: 2.664 -1.100 -5.627
H: 2.377 -0.080 -7.065
H: 0.899 -2.709 -6.481
H: 2.259 -2.488 -7.613
H: 0.708 -1.694 -7.938
H: 1.571 0.048 -3.446
N: -0.690 -0.556 1.506
C: -1.483 0.027 2.420
C: -2.188 1.214 2.182
C: -2.356 1.939 1.002
C: -1.677 -0.664 3.748
H: -0.715 -1.019 4.144
H: -2.350 -1.534 3.661
H: -2.117 0.041 4.464
C: -3.492 2.924 0.894
H: -4.156 2.685 0.051
H: -3.120 3.951 0.756
H: -4.091 2.904 1.811
N: -1.558 1.826 -0.066
C: -0.388 -1.956 1.557
C: 0.852 -2.398 2.054
C: 1.850 -1.425 2.578
C: 1.122 -3.767 2.107
H: 2.057 -4.098 2.566
C: 0.205 -4.705 1.634
H: 0.429 -5.771 1.681
C: -1.027 -4.271 1.144
H: -1.788 -4.984 0.813
C: -1.334 -2.910 1.123
C: -2.677 -2.433 0.684
C: -1.898 2.338 -1.364
C: -1.372 3.579 -1.784
C: -0.533 4.419 -0.871
C: -1.624 4.020 -3.083
H: -1.231 4.995 -3.391
C: -2.377 3.242 -3.962
H: -2.564 3.603 -4.973
C: -2.896 2.012 -3.550
H: -3.491 1.393 -4.229
C: -2.673 1.552 -2.252
C: -3.143 0.187 -1.852
Sn: 0.460 1.053 0.317
H: 2.710 -1.331 1.904
H: 2.226 -1.767 3.549
H: 1.454 -0.419 2.733
H: -2.595 -1.607 -0.033
H: -3.281 -2.077 1.533
H: -3.236 -3.236 0.191
H: -0.156 5.275 -1.445
H: 0.347 3.901 -0.458
H: -1.095 4.825 -0.018
H: -3.626 0.180 -0.868
H: -2.308 -0.534 -1.839
H: -3.887 -0.208 -2.558
H: -2.797 1.566 3.009
C: 1.409 1.108 -3.118
Si: 2.462 2.335 -4.128
H: 0.336 1.303 -3.193
H: 1.710 1.147 -2.053
C: 4.071 1.401 -4.418
C: 2.565 3.919 -3.121
C: 1.795 2.873 -5.798
H: 2.493 3.579 -6.265
H: 0.825 3.377 -5.690
H: 1.678 2.026 -6.484
H: 4.608 1.255 -3.468
H: 4.723 1.954 -5.108
H: 3.880 0.409 -4.857
H: 2.655 3.715 -2.045
H: 1.664 4.535 -3.272
H: 3.432 4.522 -3.425
I: 1.223 2.592 2.539

Electronic energy = -2353.16703 hartree
Kohn-Sham gap = 7.960 eV
Largest force on an atom = 1.32 eV/Å
Highest occupied orbital energy = -7.869 eV
Relative energy (zero: lowest compared OMol25 entry of this formula, charge and spin) = 41.70 kJ/mol

(5)
Computed, not measured: an isolated molecule of C2H8N6, with ωB97M-V/def2-TZVPD.

CARTESIAN COORDINATES (ANGSTROEM)
C: 1.144 0.879 0.006
C: -0.399 0.910 0.166
H: 1.911 -1.774 1.296
H: 1.138 -2.446 -0.044
H: 2.647 -0.569 -0.713
H: 1.027 2.706 -0.173
H: -1.939 1.774 0.622
H: -0.550 -1.263 -0.505
H: -2.364 -0.855 0.663
H: -2.922 -0.668 -1.085
N: 1.284 -1.524 0.547
N: 1.567 -0.487 -0.325
N: 1.787 1.976 -0.394
N: -0.909 1.986 0.583
N: -1.037 -0.262 -0.442
N: -2.385 -0.383 -0.200

Electronic energy = -409.39756 hartree
Kohn-Sham gap = 9.551 eV
Largest force on an atom = 5.31 eV/Å
SMILES = [H]/N=C(NN)/C(=N\[H])NN
Highest occupied orbital energy = -9.007 eV
Relative energy (zero: lowest compared OMol25 entry of this formula, charge and spin) = 365.18 kJ/mol

(6)
Computed, not measured: an isolated molecule of C6H12N2O3S2, with ωB97M-V/def2-TZVPD.

CARTESIAN COORDINATES (ANGSTROEM)
C: -1.047 -1.222 -1.379
C: -0.401 -0.005 -0.726
C: -2.401 -1.068 -1.627
C: 1.442 0.708 0.597
C: 2.703 0.071 1.256
C: 0.698 1.289 1.849
H: -1.236 -2.423 0.322
H: -0.832 -3.322 -0.946
H: -0.488 -1.490 -2.406
H: -3.208 -0.993 -0.733
H: -2.745 -2.020 -1.997
H: -2.160 1.450 -2.568
H: 0.726 -1.349 -0.222
H: 1.661 1.524 -0.131
H: 1.022 0.679 2.868
H: -0.597 0.990 1.774
H: 0.365 3.718 1.203
H: 3.040 1.894 1.579
N: -0.771 -2.404 -0.627
N: 0.706 -0.310 -0.077
O: -0.972 1.111 -0.817
O: 3.024 -1.156 1.570
O: 3.396 0.993 1.861
S: -2.957 0.408 -2.860
S: 1.032 2.927 2.238

Electronic energy = -1367.32391 hartree
Kohn-Sham gap = 9.375 eV
Largest force on an atom = 7.71 eV/Å
SMILES = N[C@@H](CS)C(=O)N[C@@H](CS)C(=O)O
Highest occupied orbital energy = -8.914 eV
Relative energy (zero: lowest compared OMol25 entry of this formula, charge and spin) = 407.18 kJ/mol

(7)
Computed, not measured: a 2-piece molecular cluster, CH3FOS overall, with ωB97M-V/def2-TZVPD.

CARTESIAN COORDINATES (ANGSTROEM)
C: -0.492 -1.526 -0.619
O: 0.210 1.878 0.855
F: -0.223 -2.071 0.526
S: 0.079 -0.064 -1.097
H: -1.062 -2.207 -1.222
H: 0.712 2.451 1.356
H: 0.774 1.538 0.201

Electronic energy = -613.14529 hartree
Kohn-Sham gap = 9.351 eV
Largest force on an atom = 3.16 eV/Å
SMILES = FC=S.O
Highest occupied orbital energy = -9.679 eV
Relative energy (zero: lowest compared OMol25 entry of this formula, charge and spin) = 92.06 kJ/mol

(8)
Computed, not measured: C22H16InN6O11S as an isolated structure, with ωB97M-V/def2-TZVPD.

CARTESIAN COORDINATES (ANGSTROEM)
In: 0.390 1.219 0.732
O: 2.264 1.303 4.250
C: 1.886 1.280 3.102
O: 0.626 1.265 2.759
C: 2.930 1.300 1.951
O: 4.111 1.273 2.212
O: 2.466 1.357 0.733
O: -3.664 1.284 -3.625
C: -2.485 1.436 -4.172
O: -2.334 1.617 -5.357
C: -1.283 1.380 -3.280
C: 0.021 1.415 -3.748
N: 0.832 1.338 -2.685
N: 0.133 1.257 -1.558
C: -1.150 1.283 -1.876
C: -2.170 1.246 -0.769
O: -3.355 1.133 -1.069
O: -1.731 1.351 0.411
H: -3.667 1.169 -2.620
H: 0.372 1.498 -4.757
H: 1.843 1.312 -2.653
C: 0.342 7.738 0.613
C: 0.344 6.248 0.603
C: -0.212 5.498 1.634
C: -0.203 4.117 1.558
N: 0.343 3.477 0.534
C: 0.903 4.171 -0.448
C: 0.913 5.549 -0.461
H: -0.126 8.123 1.513
H: -0.195 8.115 -0.255
H: 1.363 8.110 0.555
H: -0.651 5.978 2.494
H: -0.638 3.485 2.327
H: 1.363 3.592 -1.241
H: 1.361 6.076 -1.289
O: -2.655 -8.904 0.212
S: -2.533 -7.808 1.156
O: -3.465 -6.717 0.945
O: -2.325 -8.188 2.546
C: -0.873 -7.083 0.791
N: 0.115 -7.917 0.515
C: 1.309 -7.382 0.333
C: 1.502 -6.010 0.259
C: 0.393 -5.216 0.565
N: -0.767 -5.781 0.910
C: 0.409 -3.758 0.549
C: -0.799 -3.058 0.676
C: -0.786 -1.683 0.679
N: 0.342 -0.982 0.520
C: 1.501 -1.632 0.400
C: 1.582 -3.005 0.428
H: 2.131 -8.073 0.193
H: 2.451 -5.597 -0.041
H: -1.717 -3.615 0.792
H: -1.689 -1.099 0.809
H: 2.383 -1.012 0.282
H: 2.551 -3.473 0.363

Electronic energy = -2592.72466 hartree
Kohn-Sham gap = 6.686 eV
Largest force on an atom = 1.46 eV/Å
Highest occupied orbital energy = -5.591 eV
Net charge = -1
Relative energy (zero: lowest compared OMol25 entry of this formula, charge and spin) = 0.00 kJ/mol

(9)
Computed, not measured: C31H41GaN6PSi as an isolated structure, with ωB97M-V/def2-TZVPD.

CARTESIAN COORDINATES (ANGSTROEM)
Ga: 1.063 -0.446 -0.355
C: 2.980 -0.438 -0.633
Si: 3.305 1.239 0.164
C: 1.802 2.156 -0.640
N: 0.471 1.460 -0.404
C: -0.504 1.840 -1.487
C: -0.879 3.312 -1.433
C: -1.405 3.718 -0.040
C: -1.428 2.528 0.917
C: -0.075 1.845 0.982
C: 4.864 2.110 -0.223
C: 5.890 2.151 0.728
C: 7.097 2.764 0.429
C: 7.288 3.345 -0.816
C: 6.277 3.316 -1.769
C: 5.071 2.702 -1.475
C: 2.853 0.980 1.959
C: 2.869 2.045 2.866
C: 2.451 1.872 4.177
C: 2.005 0.627 4.613
C: 1.994 -0.447 3.739
C: 2.421 -0.271 2.423
H: 3.424 -1.318 -0.169
H: 3.253 -0.425 -1.691
H: 1.980 2.196 -1.718
H: 1.692 3.183 -0.292
H: -1.388 1.216 -1.365
H: -0.042 1.588 -2.443
H: -1.626 3.486 -2.208
H: -0.018 3.916 -1.716
H: -2.402 4.147 -0.114
H: -0.773 4.500 0.384
H: -2.205 1.812 0.639
H: -1.670 2.858 1.928
H: -0.102 0.959 1.622
H: 0.655 2.515 1.428
H: 5.752 1.703 1.706
H: 7.886 2.793 1.168
H: 8.230 3.825 -1.048
H: 6.430 3.774 -2.736
H: 4.296 2.689 -2.234
H: 3.220 3.022 2.550
H: 2.483 2.704 4.868
H: 1.697 0.493 5.641
H: 1.698 -1.427 4.095
H: 2.499 -1.150 1.785
C: -5.735 -1.624 -0.036
N: -4.749 -2.778 -0.329
C: -4.718 -2.996 -1.854
N: -4.381 -1.791 -2.521
C: -5.336 -0.731 -2.195
N: -5.356 -0.466 -0.759
C: -4.125 0.151 -0.275
P: -2.626 -0.935 -0.534
C: -3.384 -2.474 0.215
C: -2.997 -1.376 -2.311
H: -5.728 -1.461 1.041
H: -6.715 -1.980 -0.354
H: -5.103 -3.628 0.116
H: -5.718 -3.329 -2.131
H: -3.996 -3.788 -2.050
H: -6.332 -1.038 -2.516
H: -5.067 0.177 -2.731
H: -4.225 0.384 0.787
H: -3.978 1.096 -0.801
H: -3.482 -2.345 1.294
H: -2.749 -3.343 0.032
H: -2.327 -2.170 -2.647
H: -2.799 -0.503 -2.937
N: -0.800 -7.519 0.186
C: -0.487 -6.417 0.121
C: -0.154 -5.026 0.030
C: -0.055 -4.246 1.183
C: 0.224 -2.903 1.053
N: 0.407 -2.332 -0.151
C: 0.340 -3.085 -1.264
C: 0.057 -4.431 -1.215
H: -0.184 -4.684 2.163
H: 0.320 -2.264 1.922
H: 0.556 -2.597 -2.208
H: 0.023 -5.015 -2.125

Electronic energy = -4089.10332 hartree
Kohn-Sham gap = 6.143 eV
Largest force on an atom = 0.79 eV/Å
Highest occupied orbital energy = -15.563 eV
Net charge = +3
Relative energy (zero: lowest compared OMol25 entry of this formula, charge and spin) = 17.01 kJ/mol

(10)
Computed, not measured: C35H47GeN4OPPtSe as an isolated structure, with ωB97M-V/def2-TZVPD.

CARTESIAN COORDINATES (ANGSTROEM)
Pt: 0.098 0.341 -0.341
C: -0.835 -1.542 6.439
C: -0.392 -2.305 5.364
C: -0.214 -1.710 4.124
C: -0.492 -0.352 3.946
C: -0.918 0.414 5.028
C: -1.096 -0.190 6.271
P: -0.406 0.296 2.231
C: -0.930 2.031 2.434
C: 0.068 3.006 2.441
C: -0.248 4.342 2.660
C: -1.572 4.714 2.850
C: -2.575 3.752 2.832
C: -2.255 2.414 2.634
C: -1.785 -0.598 1.473
C: -2.913 -1.171 2.052
C: -3.785 -1.896 1.247
C: -3.511 -2.062 -0.108
C: -2.375 -1.492 -0.684
C: -1.516 -0.771 0.126
H: -0.974 -2.003 7.411
H: -0.203 -3.364 5.491
H: 0.115 -2.309 3.280
H: -1.120 1.469 4.912
H: -1.459 0.401 7.104
H: 1.109 2.711 2.322
H: 0.535 5.093 2.685
H: -1.820 5.755 3.023
H: -3.609 4.042 2.988
H: -3.033 1.657 2.655
H: -3.111 -1.049 3.113
H: -4.672 -2.347 1.677
H: -4.182 -2.646 -0.727
H: -2.173 -1.656 -1.736
C: -2.243 -2.089 -5.563
Ge: -1.062 -0.546 -5.585
C: 0.721 -1.095 -6.168
C: -1.742 0.940 -6.634
C: -0.983 0.127 -3.692
Se: 0.731 -0.079 -2.795
C: 1.619 1.386 -3.716
H: -2.258 -2.540 -6.557
H: -3.265 -1.807 -5.300
H: -1.887 -2.840 -4.854
H: 0.613 -1.903 -6.895
H: 1.317 -1.470 -5.336
H: 1.260 -0.280 -6.655
H: -1.882 0.634 -7.674
H: -1.047 1.782 -6.615
H: -2.707 1.272 -6.245
H: -1.697 -0.426 -3.085
H: -1.242 1.185 -3.636
H: 1.302 1.332 -4.754
H: 2.695 1.245 -3.659
H: 1.334 2.344 -3.287
C: 5.041 0.958 0.401
C: 3.558 0.985 -0.049
N: 2.890 -0.283 0.273
C: 3.510 -1.368 -0.498
C: 5.031 -1.445 -0.204
N: 5.339 -0.438 0.876
C: 4.517 -0.740 2.100
C: 3.027 -0.569 1.709
H: 5.232 1.636 1.229
H: 5.727 1.203 -0.405
H: 3.494 1.138 -1.125
H: 3.028 1.801 0.441
H: 3.338 -1.194 -1.557
H: 3.017 -2.302 -0.237
H: 5.641 -1.207 -1.072
H: 5.329 -2.425 0.161
H: 6.325 -0.500 1.114
H: 4.817 -0.057 2.890
H: 4.750 -1.753 2.417
H: 2.570 0.238 2.271
H: 2.468 -1.474 1.934
N: -5.364 1.817 -0.370
C: -4.899 2.912 -1.032
O: -5.612 3.705 -1.611
C: -3.407 3.112 -1.006
C: -2.911 4.406 -1.070
C: -1.543 4.600 -1.051
C: -0.716 3.493 -0.951
N: -1.184 2.244 -0.911
C: -2.511 2.065 -0.954
H: -6.360 1.664 -0.352
H: -4.774 1.210 0.171
H: -3.608 5.233 -1.130
H: -1.111 5.591 -1.109
H: 0.364 3.607 -0.915
H: -2.852 1.038 -0.958

Electronic energy = -6594.62680 hartree
Kohn-Sham gap (spin up / spin down) = 6.360 / 6.440 eV
Largest force on an atom = 1.63 eV/Å
Highest occupied orbital energy (spin up / spin down) = -12.203 / -12.359 eV
Net charge = +2
Relative energy (zero: lowest compared OMol25 entry of this formula, charge and spin) = 7.35 kJ/mol

(11)
Computed, not measured: an isolated molecule of C6H11F2IO, with ωB97M-V/def2-TZVPD.

CARTESIAN COORDINATES (ANGSTROEM)
C: 0.038 2.307 0.306
C: -0.116 1.029 -0.456
C: 0.639 -0.153 0.280
C: 0.510 -1.554 -0.492
C: -0.858 -2.162 -0.329
C: -0.888 -3.595 -1.138
O: -1.246 -2.440 0.933
F: -0.574 -3.311 -2.467
F: 0.146 -4.341 -0.687
I: -2.701 -4.790 -1.041
H: -0.437 3.148 -0.168
H: -0.265 2.000 1.306
H: 1.013 2.663 0.397
H: -1.168 0.601 -0.560
H: 0.488 1.299 -1.474
H: 1.732 0.140 0.338
H: 0.149 -0.223 1.194
H: 0.821 -1.430 -1.551
H: 1.151 -2.297 0.200
H: -1.593 -1.598 -0.963
H: -0.474 -2.124 1.475

Electronic energy = -807.66635 hartree
Kohn-Sham gap (spin up / spin down) = 6.458 / 6.253 eV
2S+1 = 3
Largest force on an atom = 6.55 eV/Å
Highest occupied orbital energy (spin up / spin down) = -5.723 / -9.963 eV

- Look up the largest force on an atom of the first one.
  1.04 eV/Å